No. 1
7
Properties=species:S:1:pos:R:3:nbo_charge:R:1 method="wB97M-V/def2-TZVPD" gap_ev="6.479 / 6.391" e_above_lowest_kj_mol=446.9 homo_energy_ha="-0.3036 / -0.3024" fmax_ev_per_a=4.748 total_charge=0
H -1.0987 0.4229 1.0139 0.29
C -0.7480 0.2537 -0.0128 -0.82
S 1.4310 -2.4352 0.0169 -0.33
H -1.0107 1.1351 -0.6035 0.24
Br 2.0178 1.2244 0.0054 0.27
H -1.2707 -0.6224 -0.3994 0.28
C 0.6793 0.0215 -0.0206 0.06

No. 2
7
Properties=species:S:1:pos:R:3:nbo_charge:R:1 method="wB97M-V/def2-TZVPD" gap_ev="7.279 / 7.840" e_above_lowest_kj_mol=356.9 homo_energy_ha="-0.2916 / -0.2970" fmax_ev_per_a=3.070 total_charge=0
C -0.2521 -1.1282 -0.0586 -0.41
H 0.7268 -1.4781 -0.0679 0.19
H -0.6698 -1.0565 0.9268 0.20
S 0.4224 1.7283 1.4701 0.08
C 0.4341 1.1965 -0.0328 -0.39
Br -1.3628 -1.3293 -1.5155 0.11
H 0.7015 2.0674 -0.7222 0.21

No. 3
8
Properties=species:S:1:pos:R:3:nbo_charge:R:1 method="wB97M-V/def2-TZVPD" gap_ev=8.179 e_above_lowest_kj_mol=127.5 homo_energy_ha=-0.3154 fmax_ev_per_a=6.153 total_charge=0
H 0.5281 -1.5961 -0.1863 0.21
C 0.8261 -0.6408 -0.2840 -0.42
S -1.8075 -0.5317 1.2433 0.06
Br 2.4450 -0.0417 0.4859 0.06
H -1.8731 2.2612 0.3470 0.16
H 0.6915 -0.3123 -1.2304 0.19
C -0.6996 0.3463 0.4673 -0.39
S -0.4833 2.0053 0.2689 0.14

No. 4
9
Properties=species:S:1:pos:R:3:nbo_charge:R:1 method="wB97M-V/def2-TZVPD" gap_ev=11.692 e_above_lowest_kj_mol=33.9 homo_energy_ha=-0.4052 fmax_ev_per_a=4.404 total_charge=0
H 1.6818 0.5692 0.3330 0.47
O 1.6838 -0.3631 0.0414 -0.67
C -0.7196 0.2653 0.3833 0.26
H 0.3164 -0.1878 -1.5653 0.19
C 0.3660 -0.4323 -0.4305 -0.14
Cl -0.6984 1.9658 0.0132 0.00
F -0.3899 0.1068 1.6766 -0.32
H 0.0660 -1.5184 -0.4682 0.20
Cl -2.3060 -0.4057 0.0165 0.02

No. 5
8
Properties=species:S:1:pos:R:3:nbo_charge:R:1 method="wB97M-V/def2-TZVPD" gap_ev=8.240 e_above_lowest_kj_mol=379.0 homo_energy_ha=-0.3330 fmax_ev_per_a=3.768 total_charge=0
H 0.9191 1.4921 0.0543 0.12
H 0.2961 -2.4762 -0.9158 0.38
N -0.5535 -1.8673 -0.6724 -0.60
Cl -0.0287 3.0938 -1.1617 0.13
C 0.0877 2.3277 0.2404 -0.25
C -0.4650 -1.1272 0.2859 0.14
Cl 0.9959 -0.9955 1.3713 -0.13
H -1.2515 -0.4473 0.7980 0.22

No. 6
8
Properties=species:S:1:pos:R:3:nbo_charge:R:1 method="wB97M-V/def2-TZVPD" gap_ev=8.971 e_above_lowest_kj_mol=251.5 homo_energy_ha=-0.3183 fmax_ev_per_a=4.058 total_charge=0
H -2.0626 1.2268 -1.5203 0.39
N -1.1476 0.9563 -0.9806 -0.68
H 1.0627 -0.4106 1.6591 0.22
Cl -1.7755 -1.2370 0.3932 0.05
C -0.9106 0.0134 -0.2420 0.24
Cl 2.1970 -1.3065 -0.0527 -0.01
C 1.1655 -0.1031 0.5863 -0.44
H 1.4711 0.8607 0.1570 0.22

No. 7
9
Properties=species:S:1:pos:R:3:nbo_charge:R:1 method="wB97M-V/def2-TZVPD" gap_ev=9.538 e_above_lowest_kj_mol=338.5 homo_energy_ha=-0.5175 fmax_ev_per_a=5.304 total_charge=+1
N -1.2171 -1.8627 -1.0065 -0.40
H 1.9065 1.0581 0.8175 0.48
H 0.3773 1.7054 1.2354 0.47
C -0.1120 -0.6746 -0.5078 0.26
C 0.4578 0.3373 -0.2308 -0.04
Cl -2.6424 -0.9844 -0.6031 0.21
Cl -1.0019 -3.2189 -0.0245 0.24
H 1.2572 2.2069 -0.1307 0.47
N 0.9745 1.4329 0.4505 -0.69

No. 8
10
Properties=species:S:1:pos:R:3:nbo_charge:R:1 method="wB97M-V/def2-TZVPD" gap_ev=7.096 e_above_lowest_kj_mol=35.7 homo_energy_ha=-0.1367 fmax_ev_per_a=6.598 total_charge=-1
C 0.1430 -0.6825 0.5915 -0.45
O 1.6334 1.3385 1.0478 -1.05
C -0.9636 0.2063 -0.4339 -0.38
O 1.7843 0.3984 -1.2360 -1.05
Cl -2.6385 0.2408 0.1384 -0.11
H -0.6821 1.2058 -0.6169 0.22
S 1.8803 0.1447 0.2263 1.50
H -0.0998 -0.3797 1.5192 0.19
Cl -0.0641 -2.3539 0.1890 -0.07
H -0.9928 -0.1185 -1.4254 0.20